# 1
58
Properties=species:S:1:pos:R:3:forces:R:3 method="wB97M-V/def2-TZVPD" relative_energy_kcal_mol=1.1 smiles="C[C@H](CCc1ccccc1)NC(=O)COC(=O)[C@@]12C[C@@H]3C[C@@H](C[C@@](Br)(C3)C1)C2"
C -3.2597 -2.3510 -2.7532 0.02 0.24 -0.22
C -2.4166 -1.3257 -3.5122 -0.13 -0.31 -0.01
C -1.1985 -1.9891 -4.1599 -0.22 0.33 -0.20
C -0.4182 -1.0543 -5.0923 0.00 -0.20 0.16
C 0.3043 0.0483 -4.3690 0.10 0.07 -0.17
C 1.3455 -0.2470 -3.4962 0.00 0.00 -0.04
C 2.0237 0.7623 -2.8374 0.10 -0.03 0.05
C 1.6699 2.0852 -3.0386 0.06 0.10 0.05
C 0.6413 2.3900 -3.9126 0.03 0.10 0.00
C -0.0337 1.3793 -4.5746 0.08 -0.04 -0.08
N -2.0066 -0.2712 -2.6085 0.05 -0.34 0.18
C -2.4382 0.9949 -2.7005 0.44 0.06 0.68
O -3.2108 1.3998 -3.5411 -0.28 0.32 -0.30
C -1.8895 1.9370 -1.6243 -0.56 0.34 -0.16
O -0.8442 1.3615 -0.8527 0.23 -0.04 -0.31
C -1.1086 1.0519 0.4260 0.05 -0.19 0.52
O -2.1698 1.2384 0.9566 -0.06 0.02 0.00
C 0.1071 0.4310 1.0981 -0.26 0.15 -0.13
C 1.2872 1.4101 1.0415 0.12 -0.04 -0.03
C 2.4989 0.7794 1.7279 0.13 0.12 -0.04
C 2.8836 -0.5142 1.0112 -0.04 0.02 0.00
C 1.7073 -1.4882 1.0588 0.05 -0.15 -0.13
C 1.3655 -1.8035 2.5174 0.03 -0.11 -0.01
C 0.9935 -0.5043 3.2127 -0.09 -0.11 0.46
Br 0.5524 -0.9134 5.1140 0.06 0.08 -0.32
C 2.1596 0.4698 3.1886 0.10 0.06 0.04
C -0.2296 0.1144 2.5600 -0.16 0.06 -0.03
C 0.4949 -0.8629 0.3677 0.10 -0.02 0.00
H -4.1008 -1.8586 -2.2721 -0.08 0.02 0.06
H -2.6618 -2.8457 -1.9898 0.06 -0.08 0.10
H -3.6434 -3.1044 -3.4352 -0.04 -0.15 -0.05
H -3.0310 -0.8396 -4.2770 0.10 -0.08 0.06
H -1.5484 -2.8456 -4.7386 0.02 -0.08 0.06
H -0.5381 -2.3655 -3.3746 0.03 -0.11 0.05
H -1.1080 -0.6216 -5.8186 0.02 -0.02 -0.07
H 0.3153 -1.6534 -5.6395 -0.05 0.05 -0.07
H 1.6388 -1.2771 -3.3428 0.03 -0.12 0.01
H 2.8436 0.5172 -2.1765 0.05 -0.02 0.05
H 2.2009 2.8739 -2.5258 0.04 0.07 0.04
H 0.3671 3.4204 -4.0867 -0.03 0.10 -0.01
H -0.8367 1.6274 -5.2528 -0.11 0.01 -0.06
H -1.3358 -0.5073 -1.8939 0.03 0.15 -0.03
H -2.7178 2.2250 -0.9659 0.15 -0.05 -0.20
H -1.4905 2.8278 -2.1142 -0.05 -0.17 0.02
H 1.0161 2.3418 1.5435 -0.02 0.07 0.00
H 1.5171 1.6398 -0.0002 0.00 0.04 -0.02
H 3.3381 1.4818 1.6962 -0.06 -0.03 0.02
H 3.1465 -0.3007 -0.0260 0.06 0.00 -0.06
H 3.7565 -0.9613 1.4917 0.05 -0.02 -0.01
H 1.9765 -2.4174 0.5451 -0.03 0.05 0.04
H 0.5321 -2.5083 2.5673 0.00 0.01 0.04
H 2.2238 -2.2634 3.0127 -0.03 0.01 0.03
H 3.0256 0.0328 3.6914 -0.03 -0.01 0.03
H 1.8929 1.3882 3.7166 -0.02 -0.03 0.04
H -1.0797 -0.5701 2.6042 0.04 0.02 0.04
H -0.5220 1.0309 3.0770 0.01 -0.05 0.02
H -0.3452 -1.5631 0.3855 -0.06 -0.03 -0.03
H 0.7392 -0.6332 -0.6720 -0.03 -0.02 -0.04


# 2
67
Properties=species:S:1:pos:R:3:forces:R:3 method="wB97M-V/def2-TZVPD" e_tot_ev=-55327.664 total_charge=+1
C -2.5774 -3.6081 3.7993 -2.36 -0.86 -2.76
C -3.4615 -3.9832 2.6424 2.53 1.28 2.29
C -2.7946 -3.7404 1.1345 -2.13 -2.33 0.62
N -1.5214 -2.9399 1.2557 -1.91 1.65 -1.99
C -1.5146 -1.6585 0.7815 3.11 2.06 -0.28
N -0.2733 -0.8316 0.9826 -2.85 -0.34 1.42
C 0.8064 -0.8327 -0.0655 2.01 0.13 0.26
C 1.6063 -2.2895 -0.0458 -0.83 -0.54 -0.56
O 3.0787 -2.1532 -0.1433 -1.27 2.30 -2.53
C 3.4565 -1.3443 -1.3369 -1.57 -0.31 -5.30
C 4.5092 -0.0856 -1.0287 -1.14 0.00 1.00
O 2.9522 -1.5652 -2.5744 2.86 1.19 8.58
C -0.8639 0.5384 1.3722 2.62 1.12 -0.38
C -2.4590 0.5877 0.8639 3.99 -0.44 1.61
C -3.2447 0.3835 2.2835 -2.70 0.05 1.18
C -4.7955 -0.1831 2.1348 -0.07 0.03 0.81
F -3.3349 1.6147 3.1292 0.63 -2.65 -2.28
C -2.4888 2.0110 0.0681 1.09 1.79 0.52
F -1.5529 2.0695 -1.1187 -3.45 -0.59 3.65
F -1.9195 3.0513 1.0080 -1.96 -3.42 -2.89
C -4.0023 2.5780 -0.2903 -1.32 3.64 -1.52
F -4.7396 1.7778 -1.2895 2.43 2.43 3.85
F -3.7722 3.9249 -0.9362 -0.93 -4.69 2.15
F -4.8228 2.8788 0.9288 2.95 -1.70 -4.52
N -2.4765 -0.7318 0.1475 0.59 -1.73 1.25
C -3.0999 -0.9130 -1.1677 -2.90 -0.05 -2.14
C -2.7763 -2.2301 -2.0593 0.33 0.29 -1.15
C -1.2461 -2.2591 -2.7255 -1.54 -1.43 0.08
O -1.4138 -2.8288 -4.1039 -0.89 -0.23 2.19
H -2.9369 -2.7766 4.5415 0.43 -2.83 -0.54
H -1.5530 -4.1741 3.8785 -1.43 2.27 -0.54
H -4.5620 -4.4022 2.8030 2.14 2.04 -0.75
H -3.6135 -3.1481 0.5178 1.93 -1.06 1.44
H -2.6680 -4.7855 0.5936 0.27 2.32 0.84
H -0.6966 -3.4216 1.7266 -1.22 1.57 -1.00
H 0.4808 -0.4875 -1.1336 0.37 -0.89 1.92
H 1.6203 -0.0361 0.2952 -1.93 -1.69 -0.61
H 1.4111 -2.8886 0.9662 0.54 1.55 -2.19
H 1.2034 -2.9058 -0.9550 0.92 0.98 1.73
H 4.3381 0.8298 -1.7703 0.43 -2.59 1.35
H 5.6287 -0.4249 -0.9820 -2.29 0.51 -0.33
H 4.2271 0.3242 0.0560 0.65 -1.06 -2.24
H -0.1016 1.2568 0.8410 -2.10 -0.91 0.72
H -0.7335 0.8635 2.5057 -0.60 -1.34 -2.24
H -2.6923 -0.4176 2.9756 -0.72 1.85 -1.87
H -5.5900 0.6498 1.9268 1.82 -1.40 0.31
H -4.8972 -0.9990 1.3015 0.37 1.48 1.64
H -5.0774 -0.6553 3.1955 0.63 0.97 -2.47
H -4.2863 -0.8838 -1.0240 2.42 -0.09 -0.33
H -2.8788 0.0268 -1.8718 -0.15 -2.01 1.72
H -3.4908 -2.1579 -3.0164 1.47 0.11 2.24
H -3.0298 -3.2668 -1.5811 0.53 2.06 -0.59
H -0.7953 -1.1819 -2.7503 -0.72 -2.25 -0.30
H -0.6147 -3.0535 -2.1417 -0.79 1.90 -0.85
H -2.0693 -3.5997 -4.0077 1.56 1.66 -0.22
C 5.5554 5.5673 -0.6134 -0.41 -0.25 -0.22
C 5.1390 4.4821 -1.2730 -0.06 0.38 0.20
C 6.0633 3.3748 -1.5870 -0.13 -0.42 -0.32
O 5.6835 2.3820 -2.1925 0.25 0.60 0.28
C 7.4646 3.5124 -1.1427 0.29 0.21 0.19
C 7.8810 4.5976 -0.4831 0.10 -0.45 -0.19
C 6.9567 5.7049 -0.1691 0.39 0.91 0.54
O 7.3365 6.6977 0.4364 -0.33 -0.80 -0.48
H 4.8906 6.3888 -0.3757 0.05 0.00 0.00
H 4.1142 4.3658 -1.6050 0.04 -0.01 -0.02
H 8.1294 2.6909 -1.3804 -0.03 0.01 -0.02
H 8.9058 4.7139 -0.1511 -0.05 0.03 0.00


# 3
64
Properties=species:S:1:pos:R:3:forces:R:3 method="wB97M-V/def2-TZVPD" relative_energy_kcal_mol=9.2 smiles="CC(C)[C@H](C(=O)NC[C@@H]1CCCO1)N(Cc1ccco1)C(=O)CNS(=O)(=O)c1ccc(F)cc1"
C -1.6430 3.3695 2.2783 0.17 -0.01 -0.10
C -0.2224 3.0456 1.8176 -0.16 -0.21 0.16
C 0.7779 3.4076 2.9128 -0.06 -0.04 -0.14
C -0.1701 1.5719 1.3605 -0.26 0.56 -0.02
C -0.4849 0.5332 2.4510 0.15 0.16 -0.41
O -0.5556 0.7834 3.6375 -0.09 0.14 0.31
N -0.6804 -0.6886 1.9301 -0.09 -0.52 -0.23
C -1.2386 -1.7760 2.6910 -0.47 -0.04 0.18
C -2.6068 -2.2025 2.1311 0.42 -0.24 0.22
C -2.5578 -2.6398 0.6527 -0.16 0.10 0.09
C -3.2044 -1.4678 -0.0863 -0.10 0.06 0.22
C -4.1527 -0.9187 0.9772 -0.23 -0.01 -0.32
O -3.4977 -1.0996 2.2140 0.19 0.03 0.16
N 1.0745 1.2397 0.6688 -0.25 -0.07 0.35
C 2.2356 0.8800 1.4716 0.49 -0.09 -0.14
C 2.8402 -0.4549 1.1715 -0.54 -0.49 0.51
C 2.3957 -1.7327 1.3335 0.24 0.58 0.09
C 3.4351 -2.5780 0.8770 0.41 0.25 -0.17
C 4.4394 -1.7535 0.4819 -0.12 -0.80 -0.04
O 4.0934 -0.4664 0.6581 0.10 0.52 0.07
C 1.0648 1.3504 -0.6711 0.25 0.56 -0.20
O 0.0902 1.7375 -1.2959 -0.05 0.19 -0.12
C 2.3307 0.9776 -1.4407 -0.27 0.40 -0.17
N 2.3775 -0.4613 -1.5877 -0.58 -0.50 -0.27
S 1.0032 -1.3334 -1.9057 0.43 -0.34 -0.24
O 1.4695 -2.6601 -2.1724 0.15 0.04 -0.30
O 0.0795 -1.1561 -0.8207 -0.11 0.27 -0.40
C 0.3082 -0.6475 -3.4040 0.16 -0.27 0.67
C 1.0256 -0.8169 -4.5737 0.00 0.01 -0.13
C 0.5418 -0.2814 -5.7540 -0.07 0.08 0.00
C -0.6568 0.4141 -5.7185 0.02 -0.07 0.17
F -1.1295 0.9404 -6.8613 0.04 -0.04 0.10
C -1.3849 0.5801 -4.5522 0.07 -0.05 -0.19
C -0.8904 0.0367 -3.3789 -0.09 0.03 -0.02
H -2.3631 3.1500 1.4933 -0.15 -0.01 -0.09
H -1.8918 2.7808 3.1565 -0.08 -0.02 0.10
H -1.7230 4.4237 2.5323 -0.05 0.11 0.02
H 0.0001 3.6462 0.9263 -0.04 -0.13 0.02
H 0.6427 2.7575 3.7717 0.05 -0.01 0.10
H 1.8031 3.3365 2.5595 0.17 0.02 0.01
H 0.6059 4.4338 3.2305 0.05 0.12 0.02
H -0.9545 1.4635 0.6004 0.15 -0.01 0.18
H -0.5402 -0.8344 0.9372 0.02 0.19 0.12
H -0.5697 -2.6435 2.6901 -0.02 0.01 0.07
H -1.3663 -1.4144 3.7141 0.09 -0.14 -0.09
H -2.9870 -3.0162 2.7676 0.08 0.10 -0.10
H -3.1440 -3.5485 0.5129 0.05 -0.02 -0.03
H -1.5415 -2.8223 0.3104 0.04 -0.12 -0.02
H -2.4487 -0.7269 -0.3455 -0.03 0.07 -0.05
H -3.7274 -1.7733 -0.9898 0.01 0.02 -0.08
H -5.1010 -1.4783 0.9719 0.06 0.09 -0.03
H -4.3702 0.1454 0.8689 -0.03 -0.06 -0.03
H 3.0245 1.6325 1.3473 -0.09 -0.06 0.19
H 1.9059 0.8961 2.5124 0.14 0.08 -0.10
H 1.4510 -2.0353 1.7280 -0.27 0.00 0.11
H 3.4278 -3.6474 0.8489 0.07 -0.24 -0.05
H 5.4162 -1.9473 0.0850 0.16 0.07 -0.05
H 3.2356 1.3081 -0.9256 -0.05 -0.11 -0.03
H 2.2635 1.4838 -2.4149 -0.03 -0.02 0.27
H 3.1555 -0.8069 -2.1260 0.10 -0.21 -0.05
H 1.9441 -1.3823 -4.5531 0.13 -0.06 -0.11
H 1.0710 -0.3935 -6.6868 0.03 -0.01 -0.09
H -2.3131 1.1278 -4.5714 -0.09 0.05 -0.02
H -1.4124 0.1521 -2.4450 -0.10 0.06 0.07


# 4
59
Properties=species:S:1:pos:R:3:forces:R:3 method="wB97M-V/def2-TZVPD" total_charge=+1 spin_multiplicity=5 relative_energy_kcal_mol=0.0 s_squared=6.013
Fe 7.5405 -16.3798 -2.6195 0.56 0.35 0.01
C 4.5556 -16.5313 -3.7004 -0.48 0.12 -0.69
O 5.5245 -16.9238 -2.7545 0.25 -0.57 0.47
C 5.0804 -17.8846 -1.8277 -0.56 -0.91 0.82
C 6.2180 -18.6716 -1.1007 -0.55 -0.31 -0.42
O 7.4347 -17.9327 -1.1231 -0.83 0.24 -0.10
C 8.5739 -18.5282 -0.5435 0.73 -0.35 0.52
C 9.7640 -17.6037 -0.7995 0.07 1.11 0.47
O 9.5255 -16.7945 -1.9540 1.38 -0.62 0.13
C 10.7633 -16.1597 -2.3917 -0.17 -0.43 -0.40
H 3.6600 -16.0925 -3.2355 0.16 -0.44 0.14
H 4.3073 -17.4016 -4.3336 -0.10 0.46 0.17
H 4.9859 -15.7292 -4.2935 0.23 -0.13 -0.16
H 4.3896 -18.6296 -2.2851 0.55 0.43 -0.03
H 4.4920 -17.3913 -1.0522 -0.04 0.26 0.00
H 6.3614 -19.6840 -1.5277 0.09 0.56 -0.02
H 5.8536 -18.8151 -0.0860 0.25 0.02 0.28
H 8.7418 -19.5390 -0.9437 -0.12 0.24 -0.17
H 8.4752 -18.6301 0.5483 -0.28 -0.01 -0.26
H 10.7175 -18.1364 -0.8909 -0.39 -0.30 -0.13
H 9.9167 -16.8873 0.0314 -0.27 -0.45 0.00
H 10.7470 -15.0890 -2.2020 -0.25 0.03 0.04
H 10.8440 -16.3296 -3.4890 0.16 0.06 0.86
H 11.5924 -16.5993 -1.8035 -0.29 0.20 -0.72
C 8.6011 -12.4023 -3.9450 -0.22 0.42 0.41
C 8.3288 -12.5498 -5.2902 -0.02 -0.54 -0.58
C 8.0800 -13.8158 -5.8546 0.78 0.22 -0.21
C 8.0166 -14.9320 -5.0140 -0.02 1.85 0.16
C 8.0750 -14.7225 -3.6005 -0.01 -1.03 -0.87
C 8.4702 -13.5088 -3.1015 -0.03 0.66 0.17
C 7.9447 -16.2847 -5.5489 0.32 -1.70 1.35
C 8.0975 -16.6210 -6.9234 -0.12 -0.25 0.14
C 7.9909 -17.9269 -7.3311 0.03 -0.33 0.68
C 7.7882 -18.9536 -6.3521 -0.25 -0.56 0.38
C 7.5867 -20.3627 -6.6704 0.30 1.22 -0.17
C 7.4602 -21.2953 -5.6920 0.03 -0.53 0.23
C 7.5339 -20.8964 -4.3279 -0.09 -0.77 0.02
C 7.7351 -19.5929 -3.9872 -0.22 0.39 0.48
C 7.8006 -18.5687 -4.9625 0.12 0.41 -1.31
N 7.8715 -17.2411 -4.5802 -0.28 -0.47 -1.74
H 8.8221 -11.3977 -3.5551 0.06 -0.55 -0.15
H 8.3635 -11.6847 -5.9281 0.04 0.16 -0.21
H 8.0960 -13.9235 -6.9583 -0.34 0.22 0.85
H 8.6357 -13.4412 -2.0160 -0.15 0.32 -0.78
H 8.3324 -15.8267 -7.6214 -0.18 -0.18 -0.03
H 8.1102 -18.2237 -8.3733 -0.11 0.21 0.21
H 7.5311 -20.7189 -7.6992 0.12 0.47 0.09
H 7.3496 -22.3558 -5.9935 -0.05 0.80 0.49
H 7.4110 -21.6593 -3.5439 0.20 0.42 -0.39
H 7.8078 -19.2969 -2.9392 0.02 -0.12 -0.48
C 8.2529 -12.9691 0.4067 -0.69 -0.12 -0.59
Te 6.7603 -14.4672 -0.1479 0.14 -0.20 0.33
C 5.0180 -13.2562 -0.5206 0.77 0.46 -0.18
H 7.7713 -11.9953 0.2023 0.43 -0.44 0.44
H 9.1708 -13.0659 -0.1746 -0.27 -0.06 -0.11
H 8.4881 -13.1811 1.4364 -0.14 0.43 0.36
H 4.4960 -13.1195 0.4178 0.00 0.21 0.01
H 4.3817 -13.7895 -1.2186 0.05 -0.05 -0.12
H 5.3632 -12.3054 -0.9721 -0.38 -0.53 0.32


F_max? In order: 0.016; 0.177; 0.017; 0.043 hartree/bohr.